Molecular formula: C39H51AsN9O9P2V
Method: DFT, ωB97M-V/def2-TZVPD

```
112
Properties=species:S:1:pos:R:3:forces:R:3:lowdin_spin:R:1
V 0.96905 1.29443 0.03941 -0.3340 0.1427 -1.2977 0.0121
N -2.33412 1.22889 1.90171 -0.1336 0.0748 -0.1438 0.0000
C -1.30508 1.07368 2.98886 -0.0179 0.0365 0.0928 0.0000
C -1.79997 1.69069 4.28591 0.0066 -0.0058 0.0148 0.0000
P 0.22289 2.02431 2.39225 0.1368 -0.1987 -0.5020 -0.0003
O -0.70710 3.42064 2.17284 -0.0273 0.0441 0.1338 -0.0002
O 1.13723 2.13917 3.56383 0.0134 0.0577 0.0733 -0.0001
O -0.76909 1.10877 -0.52621 -0.0986 -0.0977 0.3145 0.0014
P -1.06225 -0.76377 3.07440 0.0423 0.0863 0.1857 0.0000
O -2.39888 -1.20789 3.91432 -0.0394 -0.0402 -0.0171 0.0000
O 0.13905 -1.12513 3.86831 -0.0446 -0.0190 0.0159 0.0001
O -1.28930 -1.21145 1.66194 0.0355 -0.0615 -0.0817 0.0001
H -2.30717 2.16740 1.48478 0.0431 0.0257 0.0592 0.0000
H -3.26926 1.02871 2.25173 -0.0132 -0.0747 -0.0246 0.0000
H -2.08649 0.53116 1.17502 -0.0260 -0.0038 -0.0152 0.0000
H -1.97673 2.76111 4.17193 0.0072 -0.0016 -0.0024 0.0000
H -1.02010 1.56218 5.03574 -0.0018 0.0041 0.0041 0.0000
H -2.71245 1.19981 4.63312 -0.0120 0.0086 0.0059 0.0000
H -0.19240 4.07137 1.68336 0.0102 -0.0608 -0.0818 0.0000
H -2.13668 -1.40066 4.82111 0.0117 0.0110 0.0137 0.0000
C 0.92136 7.22466 -3.87456 0.0042 0.0033 -0.0037 0.0000
C 0.05474 6.11789 -3.33979 0.0079 -0.0091 -0.0151 0.0000
C -0.89026 6.35747 -2.35448 -0.0122 -0.0345 0.0163 0.0000
C -1.66257 5.32910 -1.82299 0.0643 -0.0244 0.0045 0.0000
C -2.68155 5.68220 -0.76405 0.0123 0.0015 0.0012 0.0000
C -1.49747 4.02155 -2.30745 -0.0197 0.0234 -0.0019 0.0000
As -2.60605 2.71019 -1.35800 -0.1387 0.1988 0.1692 0.0000
N -1.78387 1.04367 -1.47878 0.2256 0.0709 0.0163 0.0002
C -1.66175 0.02090 -2.41910 0.0632 -0.0982 0.0981 0.0001
C -2.59189 -0.12564 -3.45739 -0.0033 0.0302 0.0737 0.0001
C -2.46710 -1.16166 -4.36727 0.0141 -0.0483 0.0030 0.0000
C -1.43164 -2.08282 -4.26870 -0.0232 0.0089 0.0073 0.0001
C -0.52085 -1.94494 -3.23106 0.0261 0.0186 -0.0274 0.0001
C -0.62581 -0.91093 -2.31394 0.0933 -0.0660 -0.0122 0.0011
C -4.28794 2.51150 -2.37546 0.0184 -0.0852 -0.0332 0.0000
C -5.21877 1.65586 -1.75886 0.0100 -0.0558 -0.0378 0.0000
C -4.88560 0.85065 -0.52951 -0.0282 -0.0176 0.0107 0.0000
C -6.49242 1.50830 -2.29648 -0.0107 0.0143 -0.0213 0.0000
C -6.89113 2.20600 -3.42364 -0.0102 -0.0008 -0.0094 0.0000
C -8.27170 2.04640 -3.99900 0.0000 -0.0068 -0.0022 0.0000
C -5.97026 3.05681 -4.01549 0.0032 0.0074 -0.0039 0.0000
C -4.67827 3.22368 -3.52490 0.0007 -0.0080 0.0565 0.0000
C -3.77730 4.15565 -4.29029 -0.0206 0.0111 -0.0436 0.0000
C -0.56027 3.76377 -3.31687 -0.0072 0.0517 0.0485 0.0000
C -0.35703 2.40659 -3.91671 -0.0495 0.0566 0.0052 0.0001
C 0.19743 4.81963 -3.80860 0.0514 -0.0105 0.0112 0.0000
H 0.54035 8.20316 -3.58201 -0.0031 0.0028 0.0002 0.0000
H 0.97763 7.18935 -4.96348 -0.0010 -0.0019 -0.0033 0.0000
H 1.94017 7.13268 -3.49262 0.0011 -0.0063 0.0063 0.0000
H -1.02921 7.36696 -1.98112 -0.0022 0.0048 0.0019 0.0000
H -2.66194 6.75448 -0.56929 -0.0030 -0.0049 -0.0093 0.0000
H -2.48399 5.16329 0.17613 -0.0132 -0.0148 0.0009 0.0000
H -3.69861 5.42238 -1.07199 -0.0074 -0.0186 0.0115 0.0000
H -3.40861 0.57217 -3.56087 -0.0282 0.0494 0.0005 0.0000
H -3.19737 -1.24629 -5.16355 -0.0012 0.0018 -0.0023 0.0000
H -1.34279 -2.89319 -4.98078 0.0001 0.0054 -0.0060 0.0000
H 0.30523 -2.63732 -3.11935 -0.0048 0.0090 -0.0212 0.0001
H 0.12205 -0.83877 -1.53846 -0.0138 0.0691 0.0212 0.0009
H -3.96907 0.27342 -0.65968 -0.0058 -0.0036 0.0271 0.0000
H -5.69408 0.15696 -0.30159 -0.0018 0.0161 0.0082 0.0000
H -4.75582 1.51164 0.33211 0.0352 0.0018 0.0144 0.0000
H -7.18599 0.82508 -1.81781 -0.0043 0.0052 0.0030 0.0000
H -8.86913 1.35728 -3.40313 -0.0029 -0.0034 0.0035 0.0000
H -8.22764 1.65968 -5.01884 0.0000 0.0005 -0.0024 0.0000
H -8.79419 3.00400 -4.03553 -0.0013 0.0025 -0.0003 0.0000
H -6.25897 3.60846 -4.90459 0.0029 -0.0003 -0.0039 0.0000
H -4.27167 4.46853 -5.20994 -0.0077 0.0128 0.0072 0.0000
H -2.84197 3.67250 -4.55764 0.0618 -0.0130 -0.0308 0.0000
H -3.52119 5.05007 -3.72085 -0.0026 -0.0233 -0.0126 0.0000
H 0.10023 1.73397 -3.19436 0.0217 -0.0339 0.0444 0.0001
H 0.31345 2.47308 -4.77048 0.0016 0.0471 -0.0827 0.0000
H -1.29764 1.96378 -4.24990 -0.0241 -0.0045 0.0276 0.0000
H 0.93043 4.60776 -4.57980 0.0125 -0.0023 -0.0085 0.0000
C 3.39354 -2.55355 3.47354 -0.0117 0.0230 0.0140 0.0023
N 3.07834 -1.49462 2.55113 -0.1702 0.0427 0.1400 0.0039
C 3.67485 -0.16976 2.57897 0.0212 0.0306 -0.0682 0.0016
C 2.84502 0.50457 1.52488 -0.1158 -0.1532 0.0735 0.0023
O 2.85283 1.65924 1.09249 0.2629 0.1677 0.1385 0.0028
N 1.87699 -0.33027 1.08572 -0.1516 0.1129 0.1443 0.0053
C 2.02733 -1.49487 1.73072 0.1281 0.0641 -0.0255 0.0025
N 1.23018 -2.54758 1.53169 -0.0707 -0.0307 -0.0319 0.0051
H 4.39953 -2.39281 3.85392 0.0062 -0.0088 -0.0209 0.0019
H 3.39208 -3.50973 2.94807 0.0066 -0.0030 0.0178 -0.0001
H 2.68251 -2.57362 4.30470 -0.0129 -0.0070 -0.0021 0.0001
H 4.73370 -0.19468 2.31859 -0.0388 0.0194 0.0365 0.0023
H 3.49518 0.33812 3.53115 0.0037 -0.0065 0.0018 0.0001
H 0.31129 -2.26765 1.18423 -0.0179 0.0060 -0.0134 0.0000
H 1.15413 -3.16937 2.32247 0.0443 -0.0098 -0.0148 0.0001
O 3.98328 0.84135 -1.67539 -0.1038 0.1470 -0.2786 0.0344
C 3.68083 -0.51253 -1.40749 -0.1852 0.0798 0.3119 0.1790
O 2.65887 -1.01171 -1.91457 0.0681 -0.0741 -0.1544 0.1471
C 4.59779 -1.12339 -0.52932 0.0667 -0.0325 -0.0188 0.1100
C 5.74313 -0.45827 0.01431 0.0179 -0.0241 -0.0406 0.1078
C 6.57508 -1.10453 0.89731 0.0517 0.0059 -0.0562 0.0220
C 6.33936 -2.43193 1.29734 -0.0051 -0.0048 0.0046 0.1828
C 5.24094 -3.10808 0.73742 0.0248 -0.0083 -0.0787 0.0214
C 4.39421 -2.48998 -0.14871 0.0771 -0.0605 -0.0717 0.1156
H 5.93847 0.56698 -0.26955 -0.0012 0.0090 0.0002 0.0076
H 7.43372 -0.57159 1.29341 0.0011 -0.0007 0.0073 -0.0029
H 7.00686 -2.93067 1.98826 0.0087 -0.0028 -0.0003 0.0156
H 5.05469 -4.14282 1.00961 0.0058 -0.0058 -0.0025 -0.0028
H 3.54447 -3.01578 -0.56519 -0.0029 0.0040 0.0003 0.0082
N 2.88966 2.28147 -5.64101 0.0196 0.0003 0.0078 0.0002
C 2.83733 1.62487 -4.40975 0.0584 -0.0190 0.0392 0.0006
N 2.32123 0.36373 -4.46743 0.0744 -0.0135 0.0073 0.0012
N 3.26414 2.22781 -3.36290 -0.2026 -0.0411 0.0474 0.0008
C 2.95176 1.63388 -2.13391 -0.0168 -0.0392 -0.0784 0.0059
N 1.87538 1.83083 -1.51106 0.3931 -0.1934 0.8557 -0.0014
H 3.18706 1.68610 -6.39963 0.0054 -0.0031 -0.0006 0.0000
H 3.44244 3.12285 -5.57233 -0.0052 0.0129 0.0012 0.0001
H 1.60948 0.17643 -5.15297 0.0016 0.0120 0.0051 0.0000
H 2.27766 -0.17048 -3.59585 -0.0729 -0.0521 0.0517 0.0004
```
Positions in Å, forces in eV/Å.

E_HOMO (spin up / spin down)	-0.06814 / -0.17248	hartree
molar mass	977.7	g/mol
total energy	-6549.457425	Ha
energy above the lowest of the compared OMol25 structures with the same formula, charge and spin	5.050	eV
spin multiplicity	2
HOMO-LUMO gap (spin up / spin down)	4.02 / 6.86	eV
max |F|	1.348	eV/A
<S²>	0.77
charge	-1



Molecular formula: C39H51B2N14ReS3
Method: DFT, ωB97M-V/def2-TZVPD

```
110
Properties=species:S:1:pos:R:3:forces:R:3:mulliken_charge:R:1
Re 1.08522 -1.75392 -0.90942 -1.8510 0.1217 0.2612 0.4732
C 3.18687 2.03059 -4.28674 -0.1436 -0.0663 0.0903 -1.7280
C 2.07367 2.22497 -3.29007 0.2772 0.0369 -0.2999 0.0031
C 1.29653 3.36516 -3.25365 -0.0151 0.1472 -0.1144 -0.2607
C 0.28719 3.54360 -2.28740 -0.0930 -0.0331 0.0508 -0.3295
N -0.00007 2.56065 -1.43557 0.1137 0.0427 -0.1031 -0.8527
N 0.71882 1.45341 -1.49370 0.0112 0.0865 0.1913 0.6332
B 0.30828 0.37893 -0.40591 -0.0935 -0.2824 -0.1327 0.1359
N 1.14957 0.64027 0.89258 0.2548 -0.0606 -0.0354 0.7152
N 0.49909 1.19867 1.91172 -0.0152 -0.1519 -0.1142 -0.3338
C 1.10652 1.38905 3.07516 0.0886 -0.1100 -0.0003 -0.3470
C 2.30758 0.69614 3.32452 -0.1093 0.0291 0.0687 -0.8454
C 3.06712 0.24445 2.26940 0.2330 -0.1130 0.0475 -0.2541
C 4.47348 -0.25503 2.51368 -0.1400 0.0184 -0.0620 -2.0643
C 2.48216 0.33373 0.98891 -0.2739 0.1068 0.0950 1.1611
S 3.66379 0.47278 -0.33292 0.0097 -0.0993 -0.1109 0.0687
C 0.52378 2.41684 4.02357 0.0124 0.0666 0.0490 2.2238
C -0.97308 2.19088 4.25886 0.2481 0.0785 -0.0153 -1.2880
C 0.73732 3.77043 3.29979 0.0196 -0.0384 -0.0213 -1.6061
C 1.27731 2.43103 5.35800 -0.0329 -0.0706 -0.0197 -2.2490
N -1.24452 0.42051 -0.32839 0.0891 0.1357 0.5000 0.7929
N -1.95097 0.99308 0.64094 -0.0023 0.0622 -0.2847 -0.2124
C -3.26265 1.09651 0.46349 -0.0996 0.0346 -0.0551 -0.4833
C -3.85632 0.71229 -0.75867 -0.1409 0.0344 0.0825 -0.4332
C -3.12754 0.07569 -1.73357 -0.2354 -0.1883 -0.2930 0.0299
C -3.72425 -0.43706 -3.01429 0.0466 0.0367 0.0401 -1.9160
C -1.77827 -0.11212 -1.42348 -0.0868 0.2904 -0.1380 1.0030
S -0.73135 -1.12155 -2.37345 0.9814 -0.4749 0.7315 -0.4896
C -4.07723 1.67800 1.60838 -0.0593 0.0011 0.0329 2.0012
C -3.65810 1.00369 2.92792 -0.0400 -0.2847 -0.2440 -1.3616
C -3.80501 3.19633 1.64643 0.0163 -0.0230 -0.0545 -1.1542
C -5.57745 1.43208 1.38997 0.0143 0.0640 0.0307 -2.2425
C 1.73064 1.27467 -2.33160 -0.1084 -0.1188 0.1395 1.3965
S 2.69748 -0.20150 -2.04210 0.2261 -0.0577 -0.1086 -0.2291
C -0.48033 4.84219 -2.16939 0.0364 0.0766 -0.0337 2.1280
C 0.54811 5.94907 -1.84076 -0.0102 -0.0326 -0.0211 -1.5709
C -1.53114 4.77132 -1.06110 -0.0141 -0.0778 0.0179 -1.5170
C -1.15952 5.14731 -3.51983 0.0572 -0.0449 0.0086 -1.6463
H 3.48280 2.98087 -4.72222 -0.0144 0.0502 0.0142 0.4504
H 2.85573 1.38474 -5.10445 -0.0194 0.0114 0.0305 0.3771
H 4.06942 1.57070 -3.84111 -0.0270 0.0369 0.0282 0.4374
H 1.47894 4.14884 -3.98191 -0.0002 -0.0108 0.1003 0.5877
H 2.66342 0.57918 4.34126 0.0609 0.1426 -0.0601 0.7651
H 4.78040 -0.02260 3.52959 -0.0205 0.0295 0.0279 0.4584
H 5.20925 0.19358 1.84566 -0.0211 0.0269 0.0005 0.4954
H 4.51816 -1.33855 2.39660 -0.0112 0.0077 -0.0014 0.3804
H -1.53099 2.21864 3.32261 0.4072 0.2630 0.2124 -0.1320
H -1.34801 2.98429 4.90690 0.0015 -0.0257 -0.0179 0.5115
H -1.15775 1.23586 4.75995 0.0080 0.0734 -0.0511 0.4491
H 0.17352 3.80718 2.36185 0.0367 -0.0021 0.0834 0.2145
H 1.79657 3.95661 3.08983 -0.1059 -0.0182 0.0312 0.4115
H 0.38271 4.57373 3.94776 0.0118 -0.0462 -0.0353 0.4982
H 1.16247 1.48999 5.90537 0.0183 0.0741 -0.0416 0.4781
H 0.85622 3.21872 5.98199 0.0173 -0.0236 0.0029 0.4143
H 2.34245 2.65435 5.24226 -0.0826 -0.0107 -0.0111 0.5099
H -4.91608 0.88420 -0.91362 0.1082 -0.0310 0.0399 0.5848
H -4.81075 -0.38783 -2.98208 0.0316 0.0111 0.0145 0.4537
H -3.43220 -1.47290 -3.20782 -0.0352 0.0739 0.0552 0.4070
H -3.38619 0.16025 -3.86595 0.0068 -0.0078 0.0615 0.3661
H -2.57826 1.00319 3.06824 -0.5321 -0.2506 -0.1563 0.0326
H -4.01227 -0.03190 2.94742 -0.0120 0.0495 0.0212 0.4132
H -4.11868 1.52471 3.76825 0.0158 -0.0090 -0.0402 0.4544
H -2.73489 3.42048 1.66393 -0.0530 -0.0419 0.0653 0.0293
H -4.26833 3.62895 2.53487 0.0090 -0.0310 -0.0557 0.4148
H -4.24187 3.68553 0.77152 0.0506 0.0005 0.0466 0.4055
H -5.80388 0.37335 1.22091 0.0345 0.1064 0.0372 0.5111
H -5.98812 2.02358 0.56584 0.0459 -0.0594 0.0787 0.4321
H -6.11044 1.73384 2.29137 -0.0209 0.0092 -0.0340 0.4238
H 1.09340 5.73391 -0.91628 -0.0627 0.0203 -0.0729 0.3362
H 0.01632 6.89242 -1.70565 0.0398 -0.0536 -0.0202 0.4684
H 1.26969 6.09551 -2.64959 -0.0515 -0.0164 0.0772 0.4041
H -1.08873 4.51677 -0.09338 -0.0312 0.0380 -0.0832 -0.0914
H -2.30814 4.03435 -1.29003 0.0724 0.0576 0.0267 0.2956
H -2.00837 5.74778 -0.96915 0.0097 -0.0625 -0.0118 0.6148
H -0.43669 5.29680 -4.32665 -0.0695 -0.0088 0.0669 0.3908
H -1.73019 6.07148 -3.42401 0.0248 -0.0276 -0.0140 0.4733
H -1.85180 4.35268 -3.81205 0.0340 0.0550 0.0290 0.3589
C -2.00516 -3.72396 1.18938 -0.1422 0.0942 0.0056 -1.6882
C -1.30672 -2.58317 0.90601 0.1240 -0.1650 0.1042 -0.5651
N -0.19078 -2.90255 0.17868 0.7627 0.3974 -0.3908 0.1927
N -0.18070 -4.26477 0.02897 -0.4759 0.2685 0.1751 0.1582
C -1.26496 -4.76591 0.60408 0.0934 -0.1721 -0.0783 0.2112
B 0.99758 -4.94812 -0.72682 0.2045 0.0558 -0.3089 0.4880
N 0.96245 -4.43631 -2.21867 -0.0030 0.2716 -0.0904 0.4470
C 1.01475 -5.07580 -3.39618 -0.0451 -0.0107 -0.0890 0.1597
C 1.15831 -4.14892 -4.42725 -0.0256 -0.2997 -0.0418 -1.5467
C 1.19770 -2.92496 -3.81016 -0.0022 -0.0121 0.4460 0.1882
N 1.08904 -3.08862 -2.46649 0.1887 -0.1107 -0.3493 -0.3680
N 2.31404 -4.34665 -0.11980 0.0168 0.3417 -0.0519 0.7350
C 3.42257 -5.01759 0.18123 0.0824 -0.1712 0.0407 0.3079
C 4.45955 -4.11393 0.40335 0.1052 -0.0637 -0.0118 -1.7711
C 3.90064 -2.87787 0.19363 -0.2201 -0.1152 0.0233 -0.6793
N 2.57540 -3.00238 -0.11189 0.4108 0.1208 -0.0275 -0.3382
N 0.98944 -6.40438 -0.53209 -0.3564 0.3144 0.1737 0.4343
C 0.85203 -7.07882 0.67016 0.0454 0.5901 -0.2466 -0.4365
C 1.00280 -8.39477 0.41418 0.2473 -0.5319 -0.3212 -0.8506
C 1.24818 -8.45726 -0.98377 0.0973 -0.2773 -0.4045 -0.3384
N 1.24815 -7.26910 -1.56051 -0.1270 -0.4956 0.9482 -0.9832
H -2.93121 -3.81519 1.73922 0.1355 -0.0172 -0.0647 0.5057
H -1.51971 -1.56425 1.19409 0.0687 -0.0599 -0.0627 0.9863
H -1.46837 -5.83003 0.58092 0.0455 0.1412 0.0035 0.7038
H 0.96309 -6.15409 -3.41314 0.0342 0.0561 0.0170 0.6279
H 1.23247 -4.35730 -5.48452 -0.0214 0.0039 0.1417 0.4720
H 1.28395 -1.94248 -4.25227 0.0137 -0.0637 0.0778 0.5581
H 3.42338 -6.10167 0.21242 -0.0262 0.1832 -0.0117 0.4752
H 5.48350 -4.34331 0.66214 -0.1446 0.0292 -0.0279 0.4931
H 4.38225 -1.91859 0.23913 -0.0675 -0.0204 -0.0146 0.9899
H 0.68502 -6.57152 1.61142 0.0205 0.0329 -0.1460 0.6160
H 0.98376 -9.21184 1.11887 -0.0612 0.0515 -0.1052 0.4754
H 1.42598 -9.34032 -1.58368 -0.0237 0.0922 0.0673 0.5029
```
Positions in Å, forces in eV/Å.

E_HOMO (spin up / spin down)	-0.65907 / -0.65907	hartree
molar mass	1020.0	g/mol
total energy	-3604.574725	Ha
energy above the lowest of the compared OMol25 structures with the same formula, charge and spin	1.162	eV
HOMO-LUMO gap (spin up / spin down)	4.23 / 4.23	eV
max |F|	1.873	eV/A
charge	+4